Record 1
# C5H8N2

One molecule with the formula C5H8N2 (wB97M-V/def2-TZVPD, the OMol25 dataset).

XYZ file:
```
15
Properties=species:S:1:pos:R:3:nbo_charge:R:1
C -2.211 -0.894 -0.697 -0.61
C -0.841 -0.419 -0.198 0.12
N -0.179 0.183 -1.223 -0.22
N 1.172 0.575 -1.116 -0.46
C 1.844 0.852 0.149 -0.27
C 1.154 -0.030 1.263 -0.14
C -0.124 -0.523 1.083 -0.30
H -2.893 -0.309 0.004 0.21
H -2.321 -1.862 -0.487 0.20
H -2.456 -0.511 -1.842 0.25
H 1.488 1.299 -1.882 0.37
H 2.875 0.775 0.026 0.21
H 1.458 1.755 0.635 0.17
H 1.864 0.017 2.298 0.23
H -0.831 -0.905 1.989 0.22
```

The net charge is 0. For the max |F|, the calculation gives 6.257 eV Å⁻¹. Its total energy is -304.6802 a.u.

---

Record 2
# C3H2O2

One molecule with the formula C3H2O2 (wB97M-V/def2-TZVPD, the OMol25 dataset).

XYZ file:
```
7
Properties=species:S:1:pos:R:3:nbo_charge:R:1
C -1.159 0.032 -0.028 -0.22
C -2.003 0.930 0.144 0.16
C 0.258 -0.322 0.420 0.43
O -0.402 -1.184 -0.376 -0.36
O 1.365 0.473 -0.334 -0.73
H 0.725 -0.381 1.488 0.24
H 1.215 0.453 -1.313 0.48
```

The net charge is 0. For the max |F|, the calculation gives 5.554 eV Å⁻¹. Its total energy is -265.7440 a.u.

---

Question: Which value of total energy does entry 1 give?
Answer: -304.6802 a.u.